Formula: C12H33BrCuN3O3
Source: OMol25
Level of theory: ωB97M-V/def2-TZVPD

Results
energy relative to the best compared isomer or geometry (same formula, charge and spin): 466.46 kJ/mol
orbital gap (alpha / beta): 6.0 / 2.5 eV
HOMO level (alpha / beta): -0.389 / -0.389 Eh
total charge: +1
2S+1: 2

Positions of all 53 atoms, in Å:
Cu  -0.284  0.084  4.446
Br  0.352  0.160  1.918
C  -2.951  -3.495  -0.138
C  -3.177  -3.281  1.399
C  -3.629  -4.498  2.181
O  -4.937  -4.722  1.846
C  -5.509  -5.875  2.451
N  -1.870  -2.721  1.981
H  -2.373  -4.416  -0.208
H  -2.543  -2.625  -0.652
H  -3.938  -3.814  -0.473
H  -4.021  -2.599  1.299
H  -3.723  -4.353  3.257
H  -3.091  -5.444  2.118
H  -4.912  -6.294  3.260
H  -5.527  -6.589  1.628
H  -6.513  -5.723  2.847
H  -1.120  -3.395  1.912
H  -1.275  -1.935  1.762
C  4.707  2.984  -0.744
C  3.763  2.832  0.463
C  2.625  3.812  0.488
O  2.695  4.887  1.494
C  2.447  4.231  2.690
N  3.248  1.487  0.309
H  5.544  2.299  -0.883
H  5.190  3.954  -0.623
H  4.215  3.151  -1.702
H  4.313  2.886  1.402
H  1.600  3.446  0.432
H  2.737  4.331  -0.464
H  2.400  4.892  3.555
H  3.260  3.616  3.078
H  1.625  3.516  2.694
H  2.386  1.302  0.802
H  2.975  1.414  -0.661
C  -0.091  -0.659  -3.592
C  0.522  -0.151  -2.184
C  0.466  1.393  -2.106
O  1.382  1.947  -3.113
C  0.991  3.276  -3.424
N  -0.367  -0.686  -1.235
H  -0.817  -1.452  -3.412
H  0.745  -0.781  -4.281
H  -0.614  0.195  -4.022
H  1.504  -0.623  -2.160
H  0.584  1.951  -1.177
H  -0.554  1.673  -2.367
H  1.496  3.530  -4.356
H  1.442  3.961  -2.706
H  -0.080  3.452  -3.529
H  -1.273  -0.253  -1.123
H  -0.028  -0.279  -0.375



Formula: C12H33BrN3O3V
Source: OMol25
Level of theory: ωB97M-V/def2-TZVPD

Results
energy relative to the best compared isomer or geometry (same formula, charge and spin): 136.10 kJ/mol
orbital gap (alpha / beta): 7.9 / 8.6 eV
HOMO level (alpha / beta): -0.380 / -0.406 Eh
total charge: +1
2S+1: 4

Positions of all 53 atoms, in Å:
V  0.946  -8.120  21.188
Br  -0.073  -7.522  18.785
C  -0.459  -4.518  21.863
C  1.003  -4.756  21.403
C  1.952  -3.515  21.610
O  3.109  -3.621  20.808
C  4.052  -2.576  21.165
N  1.509  -5.992  21.975
H  -0.630  -4.371  22.930
H  -1.064  -5.393  21.625
H  -0.869  -3.622  21.396
H  0.858  -4.860  20.328
H  2.226  -3.472  22.664
H  1.404  -2.617  21.325
H  3.556  -1.606  21.193
H  4.913  -2.535  20.499
H  4.491  -2.729  22.151
H  2.501  -5.990  21.783
H  1.506  -5.894  22.980
C  4.828  -9.635  19.753
C  3.344  -9.435  19.909
C  2.655  -10.686  20.491
O  1.320  -10.210  20.849
C  0.508  -11.398  21.027
N  3.073  -8.235  20.688
H  5.030  -10.218  18.854
H  5.225  -10.141  20.633
H  5.447  -8.741  19.677
H  2.775  -9.370  18.982
H  3.156  -11.021  21.399
H  2.615  -11.474  19.739
H  0.608  -11.982  20.113
H  -0.531  -11.188  21.284
H  0.907  -11.972  21.864
H  3.361  -7.505  20.052
H  3.701  -8.214  21.479
C  -2.232  -8.407  23.950
C  -0.853  -8.262  23.241
C  0.285  -9.017  23.982
O  1.479  -8.612  23.354
C  2.625  -9.110  24.047
N  -0.988  -8.723  21.883
H  -3.049  -7.857  23.484
H  -2.174  -8.066  24.984
H  -2.526  -9.454  23.886
H  -0.611  -7.204  23.339
H  0.106  -10.089  23.898
H  0.211  -8.764  25.040
H  3.472  -8.465  23.818
H  2.814  -10.157  23.810
H  2.530  -8.929  25.118
H  -1.797  -8.202  21.576
H  -1.417  -9.625  22.033



Formula: C12H33CdN3O3
Source: OMol25
Level of theory: ωB97M-V/def2-TZVPD

Results
energy relative to the best compared isomer or geometry (same formula, charge and spin): 285.00 kJ/mol
orbital gap: 10.7 eV
HOMO level: -0.583 Eh
total charge: +2

Positions of all 52 atoms, in Å:
Cd  -10.442  -11.747  -4.230
C  -7.234  -9.972  -2.181
C  -8.352  -10.863  -2.627
C  -9.513  -10.771  -1.685
O  -10.421  -11.702  -2.112
C  -11.437  -11.864  -0.995
N  -8.707  -10.605  -4.013
H  -6.462  -9.859  -2.943
H  -6.747  -10.399  -1.304
H  -7.492  -8.913  -2.190
H  -7.857  -11.831  -2.708
H  -9.827  -9.728  -1.655
H  -9.103  -11.029  -0.708
H  -12.090  -10.994  -0.924
H  -11.106  -12.211  -0.016
H  -12.170  -12.591  -1.345
H  -7.856  -10.702  -4.549
H  -8.866  -9.610  -4.085
C  -13.100  -8.881  -5.897
C  -12.455  -10.198  -5.593
C  -11.357  -10.558  -6.681
O  -10.551  -11.615  -6.315
C  -9.704  -11.948  -7.407
N  -11.854  -10.173  -4.250
H  -12.341  -8.100  -5.851
H  -13.963  -8.646  -5.274
H  -13.606  -8.848  -6.862
H  -13.152  -11.024  -5.730
H  -10.782  -9.633  -6.726
H  -11.829  -10.730  -7.648
H  -9.056  -11.115  -7.680
H  -10.112  -12.509  -8.247
H  -9.075  -12.767  -7.059
H  -11.398  -9.274  -4.312
H  -12.703  -9.961  -3.747
C  -12.444  -15.301  -3.355
C  -11.296  -14.252  -3.406
C  -9.993  -14.608  -4.255
O  -9.216  -13.431  -4.394
C  -7.978  -13.799  -4.891
N  -11.947  -13.184  -4.068
H  -13.268  -15.370  -4.065
H  -12.904  -15.518  -2.391
H  -11.880  -16.214  -3.548
H  -10.964  -13.958  -2.411
H  -10.390  -14.932  -5.218
H  -9.492  -15.439  -3.759
H  -7.477  -14.418  -4.147
H  -7.519  -12.817  -5.012
H  -7.962  -14.261  -5.877
H  -12.775  -13.163  -3.489
H  -12.421  -13.540  -4.886



Formula: C12H33ClI2O3P3Ti
Source: OMol25
Level of theory: ωB97M-V/def2-TZVPD

Results
energy relative to the best compared isomer or geometry (same formula, charge and spin): 17.58 kJ/mol
orbital gap (alpha / beta): 5.9 / 6.3 eV
HOMO level (alpha / beta): -0.526 / -0.526 Eh
total charge: +2
2S+1: 2

Positions of all 55 atoms, in Å:
I  0.165  -0.025  -5.248
I  0.167  2.665  -5.772
Ti  0.070  1.352  -0.124
P  -2.402  1.714  -0.622
C  -2.763  1.684  -2.405
C  -3.813  0.804  0.112
H  -4.757  1.195  -0.289
H  -3.939  3.538  -0.133
H  -3.797  0.910  1.200
H  -2.359  3.781  0.673
H  -2.345  0.772  -2.852
H  -3.735  -0.263  -0.135
C  -2.850  3.445  -0.248
H  -3.851  1.716  -2.562
H  -2.516  4.072  -1.075
H  -2.283  2.542  -2.883
P  2.605  1.650  -0.551
C  3.122  1.564  -2.299
C  3.147  3.361  -0.185
H  3.909  0.895  1.367
H  4.872  0.855  -0.126
H  3.648  -0.412  0.197
C  3.887  0.653  0.305
H  2.677  3.715  0.737
H  4.239  3.420  -0.079
H  4.217  1.570  -2.383
H  2.705  2.420  -2.836
H  2.834  4.007  -1.007
H  2.720  0.655  -2.757
Cl  0.107  2.103  2.015
C  -2.650  -1.615  3.034
C  -1.316  -1.090  2.579
O  -1.170  -1.575  1.215
P  -0.082  -0.979  0.111
O  -0.659  -1.858  -1.151
C  -0.049  -3.094  -1.720
C  -0.641  -4.328  -1.071
O  1.310  -1.727  0.573
C  1.658  -2.355  1.836
C  2.173  -1.419  2.894
H  -3.443  -1.125  2.466
H  -2.820  -1.413  4.090
H  -2.768  -2.688  2.894
H  -1.256  -0.003  2.629
H  -0.515  -1.478  3.201
H  -0.245  -3.031  -2.793
H  1.023  -3.001  -1.524
H  -0.206  -4.460  -0.072
H  -1.734  -4.259  -1.020
H  -0.392  -5.223  -1.643
H  0.778  -2.880  2.236
H  2.420  -3.106  1.595
H  2.183  -2.016  3.806
H  3.193  -1.076  2.744
H  1.523  -0.558  3.057



Formula: C12H33CsN3O3
Source: OMol25
Level of theory: ωB97M-V/def2-TZVPD

Results
energy relative to the best compared isomer or geometry (same formula, charge and spin): 3.14 kJ/mol
orbital gap: 9.0 eV
HOMO level: -0.439 Eh
total charge: +1

Positions of all 52 atoms, in Å:
Cs  0.249  0.446  -9.085
C  0.017  -3.594  -7.271
C  -0.194  -2.200  -6.709
C  -0.890  -2.188  -5.371
O  -0.989  -0.832  -4.972
C  -1.865  -0.651  -3.877
N  1.136  -1.525  -6.577
H  0.739  -4.149  -6.668
H  0.440  -3.521  -8.274
H  -0.922  -4.142  -7.319
H  -0.778  -1.649  -7.455
H  -0.332  -2.758  -4.614
H  -1.893  -2.638  -5.425
H  -1.672  -1.383  -3.085
H  -2.913  -0.762  -4.182
H  -1.708  0.350  -3.486
H  0.968  -0.711  -5.989
H  1.706  -2.177  -6.045
C  -0.734  -0.476  -14.233
C  -0.425  0.820  -13.535
C  -1.146  1.991  -14.199
O  -0.705  2.112  -15.509
C  -1.442  3.066  -16.253
N  -0.838  0.698  -12.103
H  -1.812  -0.690  -14.157
H  -0.231  -1.337  -13.792
H  -0.524  -0.467  -15.300
H  0.643  1.048  -13.553
H  -0.940  2.914  -13.627
H  -2.236  1.809  -14.156
H  -1.383  4.059  -15.794
H  -2.495  2.775  -16.330
H  -1.009  3.106  -17.249
H  -0.566  1.577  -11.651
H  -1.856  0.821  -12.123
C  4.683  -1.869  -10.585
C  4.229  -1.746  -9.152
C  5.038  -0.700  -8.412
O  6.355  -1.145  -8.310
C  7.213  -0.197  -7.712
N  2.820  -1.359  -9.103
H  3.969  -2.465  -11.161
H  5.653  -2.353  -10.641
H  4.737  -0.877  -11.039
H  4.440  -2.691  -8.629
H  4.593  -0.511  -7.415
H  4.973  0.273  -8.936
H  8.158  -0.693  -7.509
H  6.789  0.185  -6.776
H  7.391  0.651  -8.384
H  2.355  -1.513  -8.205
H  2.323  -1.984  -9.738



Formula: C12H33FLiN3O3
Source: OMol25
Level of theory: ωB97M-V/def2-TZVPD

Results
energy relative to the best compared isomer or geometry (same formula, charge and spin): 139.44 kJ/mol
orbital gap: 9.3 eV
HOMO level: -0.323 Eh

Positions of all 53 atoms, in Å:
Li  -0.786  1.284  -0.153
F  -2.391  0.089  0.271
C  0.686  -3.837  1.837
C  -0.626  -3.106  1.367
C  -1.995  -3.646  1.815
O  -2.204  -5.019  1.448
C  -3.567  -5.432  1.540
N  -0.570  -1.707  1.838
H  1.606  -3.259  1.745
H  0.891  -4.838  1.458
H  0.692  -3.852  2.927
H  -0.584  -3.090  0.278
H  -2.712  -3.035  1.267
H  -2.209  -3.487  2.872
H  -4.177  -4.843  0.854
H  -3.970  -5.158  2.515
H  -3.742  -6.496  1.379
H  -1.025  -1.898  2.719
H  -1.250  -1.154  1.337
C  -1.360  4.891  -1.812
C  -0.710  3.612  -1.447
C  0.811  3.712  -1.149
O  1.515  3.541  -2.377
C  2.844  3.342  -2.264
N  -1.474  3.223  -0.256
H  -0.936  5.444  -2.651
H  -1.295  5.575  -0.965
H  -2.392  4.696  -2.105
H  -0.851  2.828  -2.191
H  1.073  2.822  -0.577
H  1.184  4.586  -0.615
H  3.295  3.119  -3.231
H  3.115  2.460  -1.684
H  3.366  4.244  -1.945
H  -1.489  4.090  0.263
H  -2.462  3.094  -0.422
C  2.880  -0.430  1.350
C  1.945  0.364  0.455
C  1.443  -0.479  -0.748
O  0.409  0.297  -1.385
C  0.001  -0.296  -2.599
N  0.733  0.714  1.227
H  3.158  0.355  2.052
H  3.644  -0.867  0.706
H  2.448  -1.260  1.909
H  2.448  1.251  0.069
H  1.140  -1.464  -0.393
H  2.285  -0.708  -1.401
H  -0.899  0.196  -2.967
H  -0.172  -1.366  -2.485
H  0.788  -0.159  -3.340
H  1.038  1.220  2.047
H  0.407  -0.161  1.612



Formula: C12H33InN3O3
Source: OMol25
Level of theory: ωB97M-V/def2-TZVPD

Results
energy relative to the best compared isomer or geometry (same formula, charge and spin): 624.45 kJ/mol
orbital gap: 1.6 eV
HOMO level: -0.616 Eh
total charge: +3

Positions of all 52 atoms, in Å:
In  -0.790  -0.791  1.264
C  -5.020  2.135  -2.658
C  -5.340  2.233  -1.165
C  -5.969  0.930  -0.673
O  -5.015  -0.124  -0.744
C  -5.631  -1.361  -1.263
N  -4.120  2.509  -0.364
H  -4.645  1.168  -2.995
H  -4.408  2.942  -3.062
H  -6.012  2.134  -3.111
H  -6.054  3.047  -1.036
H  -6.838  0.758  -1.309
H  -6.303  0.986  0.363
H  -4.934  -2.199  -1.261
H  -6.160  -1.234  -2.208
H  -6.463  -1.728  -0.661
H  -3.818  3.373  -0.791
H  -4.447  2.883  0.515
C  2.655  -6.856  0.605
C  2.423  -5.354  0.906
C  3.320  -4.627  -0.093
O  3.119  -3.236  0.127
C  4.100  -2.398  -0.418
N  1.008  -5.088  0.747
H  2.220  -7.540  1.334
H  3.705  -7.140  0.532
H  2.285  -7.161  -0.375
H  2.790  -5.124  1.906
H  2.955  -4.799  -1.105
H  4.381  -4.863  -0.006
H  4.315  -2.759  -1.424
H  5.021  -2.490  0.156
H  3.864  -1.334  -0.415
H  0.851  -5.462  -0.178
H  0.667  -5.798  1.379
C  3.264  4.722  2.730
C  2.339  3.791  2.035
C  2.434  3.992  0.531
O  1.588  3.101  -0.175
C  1.545  3.498  -1.498
N  2.647  2.411  2.424
H  3.388  4.574  3.803
H  3.019  5.763  2.520
H  4.258  4.646  2.289
H  1.316  3.994  2.352
H  3.430  3.672  0.223
H  2.266  5.032  0.251
H  2.516  3.441  -1.992
H  1.040  4.457  -1.614
H  0.877  2.829  -2.041
H  2.756  2.281  3.420
H  3.605  2.164  2.221



Formula: C12H34Ag2N3O4
Source: OMol25
Level of theory: ωB97M-V/def2-TZVPD

Results
energy relative to the best compared isomer or geometry (same formula, charge and spin): 212.74 kJ/mol
orbital gap (alpha / beta): 6.9 / 3.5 eV
HOMO level (alpha / beta): -0.619 / -0.618 Eh
total charge: +3
2S+1: 3

Positions of all 55 atoms, in Å:
Ag  -0.499  -0.976  -0.018
Ag  1.634  0.374  3.058
O  0.672  0.437  1.078
H  0.969  1.235  0.599
C  0.689  -4.957  -0.362
C  0.735  -3.954  0.829
C  1.525  -4.594  1.983
O  1.545  -3.750  3.116
C  2.212  -4.303  4.223
N  1.253  -2.600  0.442
H  1.663  -5.125  -0.821
H  -0.036  -4.716  -1.140
H  0.323  -5.939  -0.062
H  -0.285  -3.865  1.202
H  2.525  -4.728  1.572
H  1.016  -5.494  2.328
H  1.618  -5.035  4.770
H  2.433  -3.464  4.884
H  3.125  -4.785  3.875
H  1.937  -2.812  -0.271
H  1.780  -2.327  1.259
C  -2.010  2.531  -0.063
C  -2.599  1.171  0.385
C  -4.044  1.271  0.714
O  -4.379  2.303  1.624
C  -5.804  2.517  1.872
N  -2.257  0.276  -0.658
H  -2.456  2.881  -0.994
H  -0.947  2.373  -0.243
H  -2.004  3.311  0.698
H  -2.117  1.068  1.357
H  -4.407  0.263  0.918
H  -4.511  1.589  -0.218
H  -5.966  3.511  2.290
H  -6.194  1.871  2.659
H  -6.376  2.444  0.947
H  -2.967  -0.423  -0.492
H  -2.467  0.522  -1.615
C  0.251  3.011  -2.903
C  1.631  2.470  -3.403
C  2.656  1.984  -2.334
O  3.041  3.081  -1.526
C  3.635  2.758  -0.275
N  1.367  1.578  -4.475
H  -0.262  2.311  -2.243
H  -0.516  3.213  -3.651
H  0.326  3.949  -2.353
H  2.165  3.300  -3.865
H  3.589  1.678  -2.808
H  2.205  1.209  -1.713
H  4.467  3.461  -0.242
H  4.034  1.744  -0.282
H  2.904  2.835  0.529
H  0.951  2.040  -5.271
H  2.228  1.276  -4.908



Formula: C12H34BCuN2O4
Source: OMol25
Level of theory: ωB97M-V/def2-TZVPD

Results
orbital gap (alpha / beta): 10.7 / 6.5 eV
HOMO level (alpha / beta): -0.470 / -0.469 Eh
total charge: +1
2S+1: 2

Positions of all 54 atoms, in Å:
Cu  0.057  -1.576  0.777
B  0.543  -3.880  0.734
H  0.491  -3.411  1.704
H  -0.309  -3.536  0.168
H  1.454  -3.509  0.289
H  0.574  -4.958  0.724
C  0.558  3.702  1.290
O  0.855  2.625  0.371
C  2.066  1.983  0.672
C  2.410  1.099  -0.559
N  1.421  -0.002  -0.758
C  1.597  -0.730  -2.011
C  1.319  0.165  -3.281
O  0.145  0.975  -3.025
C  -0.480  1.548  -4.213
H  1.368  4.432  1.309
H  0.407  3.287  2.287
H  -0.334  4.259  1.005
H  2.125  1.419  1.603
H  2.798  2.791  0.671
H  3.382  0.606  -0.539
H  2.529  1.745  -1.429
H  0.531  0.445  -0.929
H  0.785  -1.457  -1.986
H  2.587  -1.188  -2.024
H  1.224  -0.472  -4.161
H  2.106  0.886  -3.503
H  -0.902  0.752  -4.826
H  0.100  2.253  -4.808
H  -1.323  2.088  -3.782
C  1.041  -1.399  3.955
O  0.141  -0.903  3.004
C  -0.572  0.266  3.380
C  -1.560  0.749  2.306
N  -1.018  0.587  0.922
C  -2.030  0.751  -0.111
C  -2.662  -0.565  -0.594
O  -1.625  -1.470  -1.116
C  -2.211  -2.623  -1.783
H  1.660  -2.176  3.506
H  0.527  -1.876  4.790
H  1.689  -0.579  4.263
H  0.238  0.982  3.518
H  -1.057  0.212  4.355
H  -1.714  1.815  2.471
H  -2.454  0.129  2.364
H  -0.361  1.353  0.901
H  -1.627  1.185  -1.027
H  -2.747  1.494  0.235
H  -3.380  -0.411  -1.401
H  -3.196  -1.076  0.207
H  -3.011  -3.094  -1.212
H  -1.471  -3.395  -1.995
H  -2.683  -2.298  -2.710